No. 1
93
Properties=species:S:1:pos:R:3:mulliken_spin:R:1 method="wB97M-V/def2-TZVPD" s2=3.80 homo_ev="-6.71 / -6.59" multiplicity=4 total_charge=0 fmax_ha_per_bohr=0.2515 energy_ev=-94338.78099 homo_lumo_gap_ha="0.2681 / 0.2290"
C 0.57 -4.17 -3.04 -0.01
C 0.67 -2.76 -2.85 -0.01
N -0.40 -2.12 -2.23 -0.12
C -1.46 -2.81 -1.75 0.02
C -1.59 -4.19 -1.94 0.00
C -0.54 -4.87 -2.61 0.01
C 1.76 -1.98 -3.34 0.05
P 1.87 -0.28 -2.82 -0.11
Cr -0.30 0.05 -2.02 3.37
P -2.44 -0.22 -1.20 -0.09
C -2.46 -2.06 -0.89 0.01
C -0.15 2.08 -1.64 -0.21
C 0.61 2.58 -0.55 -0.03
C 0.70 3.95 -0.26 -0.04
C 0.03 4.89 -1.06 0.04
C -0.73 4.43 -2.15 -0.03
C -0.81 3.06 -2.42 0.00
O 0.16 -1.54 -5.75 0.00
O -2.40 -1.21 -4.94 0.00
H 1.40 -4.69 -3.54 0.00
H -2.46 -4.72 -1.56 0.00
H -0.61 -5.95 -2.77 0.00
C 3.25 -0.03 -1.62 0.00
C 2.40 0.73 -4.26 0.01
H -3.48 -2.49 -1.00 0.00
H -2.16 -2.19 0.17 0.00
H 0.75 -1.69 -4.94 0.00
H 2.64 -2.52 -3.70 0.00
C -2.92 0.54 0.40 -0.01
C -3.85 0.09 -2.32 0.00
H 1.14 1.87 0.10 0.03
H 1.30 4.28 0.59 0.00
H 0.11 5.96 -0.84 0.00
H -1.26 5.15 -2.78 0.00
H -1.42 2.74 -3.28 0.01
H -0.51 0.58 -3.28 0.07
H -2.60 -0.49 -5.57 0.00
H -1.48 -1.47 -5.21 0.00
H 0.34 -2.32 -6.31 0.00
H -0.97 -0.11 -3.33 -0.10
H 4.21 -0.34 -2.07 0.00
H 3.30 1.03 -1.34 0.00
H 3.05 -0.64 -0.73 0.00
H 3.42 0.45 -4.59 0.00
H 1.69 0.55 -5.09 0.00
H 2.38 1.80 -3.99 0.00
H -4.81 -0.24 -1.88 0.00
H -3.90 1.17 -2.54 0.00
H -3.65 -0.46 -3.26 0.00
H -3.91 0.20 0.74 0.00
H -2.15 0.30 1.15 0.02
H -2.93 1.64 0.26 0.00
C 2.91 1.69 1.75 0.00
C 2.30 0.37 2.30 0.01
C 3.07 -0.82 1.69 0.01
C 2.78 0.37 3.79 0.01
P 0.30 0.18 2.00 0.01
N -0.10 -0.07 0.28 0.09
C -0.23 -1.44 3.06 -0.01
C -0.11 -1.25 4.61 0.00
C -1.69 -1.90 2.88 0.00
C 0.64 -2.65 2.70 0.00
C -0.73 1.69 2.94 0.00
C -2.19 1.43 3.44 0.00
C 0.02 2.14 4.23 0.00
C -0.82 2.95 2.11 0.01
H 3.97 1.82 2.07 0.00
H 2.36 2.58 2.13 0.00
H 3.03 1.72 0.67 0.00
H 4.05 -0.52 1.26 0.00
H 3.38 -1.60 2.42 0.00
H 2.41 -1.37 1.00 0.00
H 2.36 1.14 4.44 0.00
H 2.67 -0.62 4.27 0.00
H 3.88 0.52 3.85 0.00
H -0.84 -0.55 5.02 0.00
H -0.32 -2.20 5.14 0.00
H 0.85 -0.93 4.99 0.00
H -1.79 -2.52 2.01 0.00
H -1.98 -2.65 3.66 0.00
H -2.45 -1.11 2.92 0.00
H 0.62 -2.84 1.61 0.00
H 1.66 -2.53 3.07 0.00
H 0.28 -3.57 3.21 0.00
H -2.29 0.62 4.18 0.00
H -2.57 2.32 4.00 0.00
H -2.98 1.31 2.70 0.00
H 0.99 2.61 3.98 0.00
H -0.53 2.96 4.75 0.00
H 0.16 1.35 4.97 0.00
H 0.19 3.34 2.02 0.00
H -1.31 2.77 1.14 0.00
H -1.39 3.76 2.62 0.00

=====

No. 2
122
Properties=species:S:1:pos:R:3:mulliken_charge:R:1 method="wB97M-V/def2-TZVPD" homo_ev=-8.41 multiplicity=1 total_charge=0 fmax_ha_per_bohr=0.0758 energy_ev=-158404.55254 homo_lumo_gap_ha=0.2868
C -0.86 9.62 -0.94 -1.35
C -0.08 8.33 -1.06 -0.41
C -0.95 7.04 -1.06 -0.18
C 0.03 5.93 -0.75 -1.15
N -0.56 4.62 -0.27 0.78
C 0.54 3.55 -0.30 -1.08
C 0.12 2.55 0.81 0.09
C -0.33 3.49 1.94 -1.12
C -1.05 4.64 1.18 -0.49
C -1.62 4.07 -1.13 -0.87
C -1.47 4.22 -2.64 -0.07
C -2.19 3.17 -3.51 -1.33
H -1.13 9.78 0.12 0.33
H -1.84 9.62 -1.44 0.33
H -0.35 10.53 -1.29 0.36
H 0.66 8.39 -0.23 0.29
H 0.53 8.40 -1.98 0.33
H -1.46 6.86 -2.02 0.19
H -1.75 7.17 -0.28 0.33
H 0.75 6.19 0.01 0.68
H 0.53 5.60 -1.70 0.32
H 0.54 3.11 -1.26 0.48
H 1.48 4.04 -0.04 0.38
H -0.70 1.90 0.49 -0.22
H 0.92 1.87 1.02 0.49
H -0.85 2.97 2.73 0.48
H 0.55 3.84 2.50 0.40
H -2.15 4.60 1.27 0.38
H -0.71 5.59 1.69 0.32
H -2.54 4.59 -0.74 0.46
H -1.75 3.02 -0.85 0.39
H -0.40 4.08 -2.82 0.37
H -1.83 5.21 -2.93 0.10
H -2.08 2.16 -3.10 -0.13
H -1.84 3.29 -4.52 0.47
H -3.28 3.32 -3.62 0.48
C 7.50 -3.07 2.67 -1.21
C 7.48 -1.92 1.67 -0.77
C 6.04 -1.53 1.27 -0.30
C 5.47 -2.53 0.33 -1.38
N 4.17 -2.08 -0.35 0.85
C 3.69 -3.32 -1.12 -1.28
C 3.12 -2.82 -2.37 0.71
C 4.20 -1.75 -2.74 -0.96
C 4.35 -1.04 -1.42 -0.47
C 3.21 -1.67 0.85 -1.64
C 1.80 -1.67 0.36 1.44
C 0.97 -1.08 1.60 -1.49
H 6.90 -3.97 2.46 0.30
H 7.15 -2.73 3.67 0.30
H 8.49 -3.43 2.85 0.41
H 8.12 -2.10 0.80 0.40
H 7.93 -1.05 2.12 0.35
H 6.06 -0.51 0.88 0.44
H 5.47 -1.56 2.20 0.30
H 5.20 -3.34 0.93 0.70
H 6.18 -2.87 -0.42 0.42
H 3.08 -3.81 -0.45 0.61
H 4.54 -3.90 -1.28 0.48
H 2.14 -2.41 -2.35 -0.88
H 3.14 -3.62 -3.08 0.61
H 3.93 -0.99 -3.52 0.42
H 5.09 -2.30 -2.97 0.44
H 3.51 -0.43 -1.24 0.41
H 5.31 -0.57 -1.22 0.35
H 3.59 -0.70 1.10 0.42
H 3.41 -2.40 1.63 0.42
H 1.60 -2.73 0.18 0.43
H 1.74 -1.09 -0.55 -0.85
H 1.56 -0.33 2.21 0.48
H 0.77 -1.91 2.24 0.82
H 0.02 -0.64 1.30 -0.36
C -1.89 -2.48 0.33 0.29
C -1.59 -2.93 -1.09 0.48
O -0.73 -3.72 -1.41 -0.58
N -2.47 -2.38 -2.12 0.87
H -3.45 -2.24 -1.75 0.13
H -2.09 -1.50 -2.45 -0.03
C -2.57 -3.21 -3.31 -1.05
H -2.99 -2.71 0.46 -0.16
H -1.66 -1.42 0.57 -0.49
H -1.34 -3.13 1.03 0.38
H -2.79 -4.24 -3.02 0.41
H -1.60 -3.32 -3.78 0.22
H -3.32 -2.86 -3.96 0.42
C -1.44 -1.24 4.00 0.58
F -1.14 -2.48 3.52 -0.08
F -0.33 -0.67 4.36 -0.23
F -1.99 -0.56 3.07 -0.15
S -2.57 -1.57 5.47 1.07
O -2.17 -0.56 6.43 -0.66
O -3.91 -1.48 4.93 -0.65
N -2.17 -3.01 5.96 -0.41
S -0.71 -3.42 6.56 0.98
O 0.40 -3.16 5.65 -0.62
O -0.56 -3.09 7.96 -0.64
C -0.83 -5.35 6.54 0.66
F -1.48 -5.70 5.40 -0.23
F 0.37 -5.85 6.48 -0.21
F -1.50 -5.80 7.64 -0.23
C -5.99 -3.41 0.74 0.65
F -6.12 -4.59 1.38 -0.22
F -7.08 -2.80 0.42 -0.20
F -5.22 -2.57 1.46 -0.21
S -5.21 -3.83 -0.99 0.84
O -3.85 -4.32 -0.71 -0.58
O -6.08 -4.70 -1.66 -0.61
N -5.11 -2.35 -1.60 -0.50
S -6.06 -1.76 -2.80 1.06
O -6.05 -2.68 -3.87 -0.61
O -7.27 -1.16 -2.32 -0.65
C -5.03 -0.23 -3.43 0.57
F -4.33 -0.66 -4.47 -0.23
F -5.86 0.80 -3.82 -0.23
F -4.10 0.23 -2.52 -0.19
P 0.27 0.06 -2.99 1.73
F -0.83 -0.40 -4.03 -0.39
F 1.55 -0.19 -3.93 -0.44
F 0.22 1.52 -3.67 -0.34
F 1.34 0.64 -1.84 -0.49
F -0.87 0.47 -1.90 -0.35
F 0.37 -1.45 -2.48 -0.41